No. 1
DFT (ωB97M-V/def2-TZVPD) results for a structure of composition C37H33As2F12HgN6O13.

Structure (XYZ):
```
104
Properties=species:S:1:pos:R:3:forces:R:3
Hg -19.10407 5.29978 2.91827 0.802 1.088 -0.545
As -18.28171 1.33614 2.17252 -0.892 -0.482 -1.906
As -21.54222 4.19868 -0.25327 0.934 -0.276 -0.327
F -18.32221 1.80886 0.47190 0.091 -0.505 1.469
F -22.70505 3.96005 -1.56580 0.504 -0.049 1.203
F -16.62762 1.89216 2.30034 -0.454 0.147 0.078
F -20.25170 3.65123 -1.29764 -0.713 0.053 0.503
F -21.21072 5.84652 -0.88782 -0.557 -0.671 0.446
F -22.74728 4.85404 0.83549 0.398 -0.246 -0.633
F -18.27039 0.98674 3.87404 -0.118 -0.041 0.211
F -21.68935 2.60419 0.49533 -0.344 1.347 -1.000
F -18.87118 2.97344 2.60918 -0.065 -0.307 0.030
F -19.96900 0.75747 2.04641 1.631 0.511 0.309
F -17.68351 -0.26815 1.82035 -0.273 0.469 0.061
F -20.28233 4.53994 1.00637 -0.428 0.128 -0.139
O -23.38261 6.61000 3.19338 -0.186 0.101 0.457
O -17.55521 4.15101 4.47594 0.207 0.111 0.548
O -19.55198 6.32830 5.37270 0.237 1.044 0.939
O -19.47346 7.16622 0.93039 0.204 0.749 0.452
O -21.50872 2.25961 3.80967 0.226 -0.124 0.818
O -15.42031 3.96928 4.67541 0.312 0.475 0.035
O -21.23401 6.70853 3.10970 -0.558 0.635 0.332
O -16.85787 3.89060 -0.75071 0.163 0.177 -0.318
O -17.68083 7.05194 3.25809 0.852 -1.520 0.687
O -17.17860 4.89772 1.12289 0.132 -0.045 -0.010
O -18.24113 5.74596 6.94353 0.611 0.335 0.777
O -18.45086 6.43842 -0.80031 0.288 0.792 -0.368
O -21.00593 4.14341 4.69562 0.260 -0.127 0.768
N -16.53501 4.66490 0.11265 -0.689 -0.499 0.318
N -18.82686 6.60439 6.32962 -0.843 -0.895 -1.403
N -16.54841 3.80637 5.06581 -0.080 -0.750 -0.261
N -21.38132 2.97824 4.77768 -0.756 -0.297 -1.655
N -19.02524 7.30768 -0.19011 -0.915 -0.742 -0.361
N -22.34398 7.22170 3.18489 0.584 -0.705 -1.017
C -22.40440 3.38638 6.96897 0.436 -0.592 -0.221
C -20.12409 10.90938 -2.18965 -0.231 -0.349 0.519
C -18.68718 8.02133 6.69911 -0.504 0.602 0.373
C -19.40728 8.56120 -0.88438 -0.162 -0.332 -1.759
C -18.09893 1.49804 7.57425 -0.289 0.226 -1.709
C -13.57050 6.71688 1.13138 -0.849 -0.625 -0.677
C -22.90052 2.90430 8.16612 0.083 -0.206 -0.005
C -14.80692 6.12567 1.10440 -1.764 -1.547 -0.387
C -19.38781 10.29422 6.49984 0.026 0.571 0.070
C -20.30847 9.66977 -2.83187 0.129 1.182 0.784
C -18.36725 10.71817 7.35086 1.042 -0.972 -0.341
C -12.74623 6.48273 0.03392 0.579 0.522 0.711
C -15.82291 1.85722 8.20311 -0.203 -0.693 -0.521
C -16.72970 2.99452 6.28162 -0.403 -0.917 0.336
C -21.86906 2.45665 6.07187 0.215 0.863 0.718
C -23.56234 10.71508 3.63634 0.634 0.460 -0.546
C -19.27426 9.77045 -0.28230 1.094 1.229 1.582
C -22.83347 1.54067 8.49274 -0.832 1.164 -0.307
C -19.57364 8.95701 6.16031 0.871 0.093 -0.033
C -15.66335 2.75595 7.14878 0.331 -0.668 0.287
C -21.41399 10.77978 2.58570 -0.197 0.709 -0.310
C -19.60352 10.96933 -0.90324 0.031 -0.528 -1.349
C -19.89571 8.50072 -2.20397 -0.579 -0.307 0.314
C -17.49262 9.75444 7.86250 -0.597 0.571 -0.118
C -14.45304 5.26776 -1.13055 -0.467 -0.712 -0.208
C -17.43398 8.39338 3.37891 -2.171 0.593 -0.991
C -22.50706 11.46484 3.09361 -0.163 -0.971 0.497
C -23.56834 9.31377 3.56620 -0.095 1.213 0.594
C -13.16810 5.79536 -1.10488 0.216 0.809 1.240
C -15.27200 5.35388 -0.00400 2.425 1.805 0.734
C -22.30124 0.65274 7.57758 -0.091 -0.328 0.295
C -22.40287 8.68857 3.14682 -0.853 -0.007 0.146
C -21.79316 1.10961 6.38038 0.247 0.280 -0.908
C -21.35028 9.40675 2.64408 0.978 -0.104 -0.306
C -17.94798 2.32543 6.44861 0.519 0.550 0.841
C -17.01076 1.15408 8.34108 -0.855 0.852 0.959
C -17.70443 8.42332 7.59810 -0.026 -0.910 0.273
H -20.61814 11.30223 2.07399 0.129 0.104 0.163
H -18.76790 9.85759 0.67348 -0.192 -0.367 0.179
H -13.38895 7.28416 2.03287 0.819 0.043 -0.183
H -15.00393 1.56543 8.84610 0.227 0.331 -0.097
H -14.63785 3.06312 7.00135 -0.272 0.733 -0.394
H -14.78894 4.71259 -1.99612 -0.129 -0.017 0.030
H -20.44862 11.84819 -2.61930 0.026 -0.141 -0.424
H -23.36566 1.27882 9.39699 0.349 -0.547 0.084
H -11.72553 6.82390 0.16651 0.108 0.076 -0.602
H -19.36271 11.94940 -0.51656 -0.096 -0.167 0.532
H -23.38258 3.60880 8.83030 0.064 -0.086 0.189
H -24.32738 11.33375 4.08582 -0.543 -0.601 -0.018
H -20.28189 8.70182 5.38530 -0.074 -0.257 0.150
H -17.92215 8.91109 4.22006 0.033 -0.223 0.384
H -20.45309 8.94867 2.24997 -0.141 -0.502 0.115
H -12.42863 5.74044 -1.89007 -0.390 -0.390 -0.371
H -15.43586 6.11408 1.98718 -0.187 0.329 -0.049
H -17.92540 8.87861 2.51395 0.240 0.569 -0.198
H -16.63331 10.03100 8.45736 -0.128 0.093 0.180
H -20.09689 7.54154 -2.66184 0.233 -0.103 0.049
H -22.40020 4.44250 6.74270 -0.076 -0.038 -0.177
H -18.06593 11.74072 7.53109 -0.659 0.244 -0.119
H -18.74456 2.45303 5.73218 0.030 0.165 0.040
H -21.35127 0.42072 5.67266 -0.059 0.056 -0.138
H -20.83401 9.74503 -3.77319 0.207 -0.714 -0.199
H -17.12745 7.72189 8.18587 0.124 -0.384 -0.581
H -22.55337 12.54418 3.12298 0.062 0.032 -0.102
H -17.22668 0.47032 9.15235 0.540 -0.127 0.084
H -19.08209 1.07738 7.73816 0.085 -0.264 0.058
H -22.31274 -0.41852 7.72593 0.073 0.017 0.302
H -19.99401 11.04929 6.01691 -0.205 -0.081 0.025
H -24.46118 8.79755 3.88512 0.248 -0.389 0.063
H -16.40754 8.78416 3.38631 0.458 -0.801 -0.051
```
Forces are in eV/Å.

Summary:
Net charge ... -1
Max |F| ... 0.060 hartree/bohr

No. 2
DFT (ωB97M-V/def2-TZVPD) results for a structure of composition C24H33N2O6P2Ru.

Structure (XYZ):
```
68
Properties=species:S:1:pos:R:3:forces:R:3
Ru 0.29964 -0.13092 -0.87062 -1.448 -2.190 3.212
P -1.67594 0.01897 -1.96602 -1.400 1.057 -1.594
P 2.28811 0.41109 0.06569 1.790 1.136 0.939
O -0.56687 -0.04094 1.03865 0.348 -0.163 -1.542
O -0.35877 0.33270 -5.30370 0.886 -0.896 -0.794
O 0.61751 -1.66141 -4.06390 0.367 -1.140 0.411
O -1.50105 0.59277 8.16706 0.040 -0.110 -0.241
O -0.99449 -1.49042 7.68909 -0.045 0.211 -0.092
O -1.14270 2.13606 1.35126 0.298 -0.439 -0.956
N -1.24239 -0.31219 7.34220 -0.027 0.171 -0.907
N 0.35737 1.98778 -1.38516 -0.078 1.093 -0.415
C -0.91393 -1.00427 5.01729 0.175 -0.158 -0.982
C -0.83281 -0.68697 3.66882 0.005 -0.514 0.944
C -0.45473 2.45667 -2.35495 -0.312 0.357 0.243
C 1.39183 -2.95850 -1.11693 -0.246 -1.076 0.190
C 2.07393 2.22516 0.33830 -0.070 -0.097 0.171
C -0.47617 3.82073 -2.66366 -0.149 -0.486 -0.085
C -0.73058 -2.84887 0.05477 0.024 -1.085 0.212
C -1.39088 1.63115 4.16483 -0.155 0.049 1.267
C 0.31442 -2.21936 -0.62282 0.115 0.700 -0.213
C 1.18090 2.81554 -0.72221 -0.052 0.621 -0.122
C -1.06122 0.63545 3.22309 0.269 0.472 -1.969
C -3.07604 0.47152 -0.92561 -0.096 -0.079 0.382
C -1.36381 1.47331 -3.03639 -0.168 -0.121 -0.627
C 0.37141 -4.98784 -0.26317 0.010 0.164 -0.060
C 0.35654 4.68873 -1.97570 -0.006 -0.039 -0.062
C 2.65036 -0.29512 1.68955 0.069 -0.122 0.133
C -2.27156 -1.32054 -3.00731 -0.041 -0.279 -0.230
C -1.47325 1.32401 5.51868 -0.045 0.663 -0.935
C -1.22543 0.00437 5.95010 0.089 -0.385 1.323
C 1.19402 4.18193 -0.99385 0.321 -0.383 0.275
C -0.92796 0.99011 1.76631 -0.844 0.618 4.102
C 3.82946 0.31368 -0.87927 0.070 -0.146 -0.151
C -0.69230 -4.23658 0.24853 -0.188 0.384 -0.001
C 1.40989 -4.34977 -0.95068 0.230 0.353 -0.087
H 1.17640 -0.35798 -2.20758 1.544 0.028 -1.799
H 0.39511 -6.07047 -0.12302 -0.017 0.341 -0.046
H 3.54836 0.16606 2.12440 -0.205 -0.135 -0.115
H -2.51636 -2.16337 -2.34933 -0.009 0.131 -0.162
H -3.95322 0.70758 -1.54234 0.224 -0.074 0.088
H 1.62197 2.37564 1.33283 -0.028 -0.082 -0.280
H -1.49856 -4.71855 0.80453 0.247 0.037 -0.189
H 0.35828 5.75064 -2.20695 -0.040 -0.163 0.074
H -3.16510 -0.99960 -3.55988 0.206 -0.080 0.146
H -0.72971 -2.01585 5.36821 -0.069 0.250 -0.026
H 0.28695 0.84866 -5.80848 -0.141 -0.347 0.118
H -0.90434 1.08590 -4.04470 -0.597 0.573 1.636
H 1.86753 4.80431 -0.40744 -0.220 0.023 -0.251
H 2.80808 -1.37266 1.55117 -0.007 0.220 0.131
H -1.47494 -1.62405 -3.69885 -0.431 0.118 0.242
H 4.05940 -0.74299 -1.05690 0.042 0.208 -0.041
H 3.05592 2.71593 0.34476 -0.209 -0.060 0.007
H 2.21709 -2.44119 -1.60745 -0.115 -0.178 -0.129
H -0.59224 -1.47185 2.95133 -0.058 0.205 0.152
H 0.66856 -2.63245 -4.02319 -0.010 0.497 -0.101
H -2.33485 1.93208 -3.28220 0.309 0.051 0.013
H 2.24252 -4.92320 -1.36192 -0.210 0.043 0.217
H 4.65365 0.78544 -0.32883 -0.192 -0.140 -0.059
H 0.79212 -1.31764 -3.13467 0.169 -0.053 -0.771
H -1.71697 2.07925 6.26128 0.053 -0.181 -0.175
H -3.29400 -0.39097 -0.28378 -0.077 0.232 -0.020
H -1.57913 2.64817 3.82184 0.055 -0.258 0.065
H 1.79080 -0.14635 2.35630 0.135 -0.048 -0.160
H -2.80905 1.32518 -0.28792 -0.018 -0.193 -0.121
H 3.69309 0.81431 -1.84479 0.011 -0.149 0.191
H -1.55594 -2.25659 0.44637 0.155 -0.198 0.054
H 0.10148 -0.51507 -4.96763 -0.473 1.153 -0.582
H -1.17548 4.15366 -3.42745 0.240 0.089 0.153
```
Forces are in eV/Å.

Summary:
2S+1 ... 6
Net charge ... 0
Max |F| ... 0.082 hartree/bohr
<S²> ... 8.803

No. 3
DFT (ωB97M-V/def2-TZVPD) results for a cluster of 2 separate species, C5H8O2 in total.

Structure (XYZ):
```
15
Properties=species:S:1:pos:R:3:forces:R:3
O -0.72204 -1.17541 0.26967 2.375 -1.287 0.906
O 0.88113 -1.15203 2.12289 -1.202 -0.455 -1.198
C 0.03886 0.76981 0.82122 -1.413 -3.426 -2.834
C 0.57733 -0.66252 0.80644 -0.861 -1.527 0.130
C 0.86709 0.40810 -2.69502 3.445 5.697 -0.399
C -1.32251 0.04950 0.49431 -1.441 1.874 0.573
C 0.26394 -0.57036 -2.69813 -3.560 -5.188 0.866
H -0.36663 -1.39376 -2.42503 0.268 0.017 -0.445
H -1.98382 0.02399 1.41415 0.295 0.120 -1.135
H 1.33475 -1.02955 0.10804 0.178 0.573 0.104
H 0.39967 -2.00772 2.13622 0.562 0.532 0.293
H 1.39358 1.34513 -2.74309 -0.136 -0.488 -0.025
H 0.36974 1.20563 -0.08032 0.607 1.460 -0.431
H 0.10100 1.18299 1.74415 0.437 1.881 2.335
H -1.88484 0.33422 -0.44631 0.446 0.218 1.260
```
Forces are in eV/Å.

Summary:
Net charge ... 0
Relative energy (zero: lowest compared OMol25 entry of this formula, charge and spin) ... 99.8 kcal/mol
SMILES ... O[C@@H]1CCO1.C#C
Max |F| ... 0.130 hartree/bohr

Number 1: energy -8559.40743 Ha. Number 2: energy -2272.57436 Ha. Number 3: energy -345.64588 Ha.